(1)
Entry from the Open Molecules 2025 dataset: a molecular structure, C26H24N7O2Zn (ωB97M-V/def2-TZVPD).

Element x y z (Å)
Zn: 0.000 0.000 0.000
N: -3.096 -1.976 1.981
C: -2.326 -1.068 1.311
N: -1.376 -1.310 0.474
C: -1.098 -2.649 0.228
N: -0.108 -2.863 -0.586
N: 0.494 -1.616 -0.767
C: -0.217 -0.818 -1.535
C: -0.219 0.668 -1.391
C: 0.822 1.384 -1.958
C: 0.742 2.772 -1.911
C: -0.354 3.382 -1.297
C: -1.345 2.584 -0.738
N: -1.327 1.238 -0.766
C: -1.895 -3.730 0.843
C: -1.632 -5.078 0.594
C: -2.385 -6.051 1.250
C: -3.386 -5.673 2.148
C: -3.643 -4.320 2.394
C: -2.901 -3.337 1.737
H: -3.858 -1.677 2.570
H: -2.592 -0.025 1.549
H: -1.038 -1.214 -2.160
H: 1.653 0.880 -2.437
H: 1.525 3.379 -2.358
H: -0.433 4.463 -1.255
H: -2.207 3.027 -0.249
H: -0.839 -5.367 -0.092
H: -2.184 -7.105 1.070
H: -3.963 -6.437 2.666
H: -4.418 -4.048 3.106
O: 2.053 0.043 6.398
C: 0.670 0.015 6.072
C: 0.443 0.011 4.584
C: -0.862 -0.018 4.091
C: -1.050 -0.022 2.722
N: -0.043 0.000 1.826
C: 1.235 0.030 2.287
C: 1.498 0.034 3.660
C: 2.284 0.053 1.236
C: 3.656 0.120 1.495
C: 4.574 0.133 0.434
C: 6.049 0.191 0.711
O: 6.482 -1.003 1.349
C: 4.087 0.074 -0.870
C: 2.719 0.012 -1.054
N: 1.826 0.000 -0.043
H: 2.110 0.037 7.368
H: 0.199 0.900 6.513
H: 0.235 -0.888 6.513
H: -1.719 -0.037 4.755
H: -2.047 -0.045 2.291
H: 2.517 0.054 4.032
H: 4.036 0.162 2.511
H: 6.284 1.043 1.357
H: 6.622 0.307 -0.215
H: 5.872 -1.715 1.089
H: 4.750 0.077 -1.728
H: 2.286 -0.032 -2.049
H: 0.478 1.470 0.000

Forces on atoms 1 to 6 (eV/Å):
Zn 0.2 -0.7 17.7
N 0.6 0.1 -0.7
C -3.7 -1.5 -2.1
N -5.0 -2.9 1.5
C 0.4 -0.7 -0.7
N -0.3 0.0 0.3

Computed properties:
* LUMO level (alpha / beta): -0.11585 / -0.11585 hartree
* maximum force: 17.742 eV Å⁻¹
* energy above the lowest of the compared OMol25 structures with the same formula, charge and spin: 11.589 eV
* Kohn-Sham gap (alpha / beta): 5.45 / 5.45 eV
* charge: +1
* HOMO (alpha / beta): -8.60 / -8.61 eV

(2)
Entry from the Open Molecules 2025 dataset: a molecular structure, C35H42BrN3O2SSiZn (ωB97M-V/def2-TZVPD).

Element x y z (Å)
Zn: 1.040 0.731 0.482
Br: -2.922 0.337 6.290
C: -1.681 0.157 4.944
C: -0.739 -0.837 5.030
C: 0.399 -0.776 4.253
C: 0.483 0.142 3.156
C: -0.575 1.059 3.008
C: -1.660 1.081 3.867
N: 1.507 0.151 2.244
C: 2.781 0.121 2.744
C: 3.989 -0.139 2.087
C: 5.043 0.676 2.369
C: 6.175 0.689 1.490
C: 6.194 -0.156 0.360
C: 5.258 -1.121 0.208
N: 4.161 -1.135 1.075
H: -0.936 -1.683 5.679
H: 1.274 -1.445 4.415
H: -0.501 1.789 2.183
H: -2.399 1.869 3.711
H: 2.866 0.397 3.872
H: 4.961 1.280 3.289
H: 7.021 1.336 1.633
H: 6.944 -0.056 -0.413
H: 5.324 -1.919 -0.529
C: -0.389 1.110 -0.892
Si: -2.002 0.406 -1.581
C: -2.733 -1.361 -1.173
N: -1.749 -2.431 -0.917
C: -1.307 -3.333 -1.979
C: 0.043 -3.988 -1.644
C: -0.103 -4.828 -0.312
C: -1.237 -4.316 0.594
C: -1.397 -2.819 0.439
C: -1.803 0.309 -3.427
C: -1.101 1.305 -4.118
C: -0.935 1.301 -5.520
C: -1.587 0.374 -6.282
C: -2.368 -0.608 -5.666
C: -2.366 -0.704 -4.247
C: -3.399 1.666 -1.155
C: -3.854 2.648 -2.087
C: -4.982 3.372 -1.928
C: -5.692 3.326 -0.714
C: -5.236 2.509 0.300
C: -4.124 1.673 0.081
H: -0.663 2.082 -0.500
H: 0.230 1.250 -1.742
H: -3.427 -1.626 -1.986
H: -3.342 -1.318 -0.210
H: -1.239 -2.885 -2.967
H: -2.027 -4.219 -2.121
H: 0.828 -3.215 -1.572
H: 0.341 -4.615 -2.462
H: 0.850 -4.901 0.290
H: -0.293 -5.901 -0.559
H: -1.072 -4.682 1.632
H: -2.220 -4.729 0.273
H: -0.407 -2.382 0.700
H: -2.143 -2.403 1.112
H: -0.560 2.046 -3.572
H: -0.277 2.042 -5.975
H: -1.506 0.507 -7.344
H: -2.947 -1.289 -6.273
H: -2.949 -1.524 -3.791
H: -3.211 2.797 -2.955
H: -5.326 4.036 -2.757
H: -6.632 3.896 -0.648
H: -5.729 2.446 1.267
H: -3.789 1.052 0.909
C: 1.614 4.353 1.542
S: 2.958 3.487 0.615
C: 3.039 4.583 -0.821
O: 2.423 2.179 -0.002
H: 2.064 5.278 1.917
H: 1.348 3.790 2.429
H: 0.784 4.545 0.871
H: 2.502 5.520 -0.583
H: 2.476 4.013 -1.638
H: 4.116 4.787 -1.096
C: 2.928 -2.789 2.584
C: 3.633 -2.485 1.250
O: 3.796 -3.264 0.315
H: 2.633 -3.884 2.638
H: 1.967 -2.275 2.583
H: 3.544 -2.456 3.429

Forces on atoms 1 to 6 (eV/Å):
Zn -0.8 -0.2 -0.6
Br -1.1 0.0 0.7
C -0.2 1.1 -2.0
C 0.4 -0.3 0.3
C 1.2 0.1 -1.4
C -1.2 -0.5 1.5

Computed properties:
* LUMO level (alpha / beta): -0.00275 / -0.00273 hartree
* maximum force: 5.378 eV Å⁻¹
* energy above the lowest of the compared OMol25 structures with the same formula, charge and spin: 0.000 eV
* Kohn-Sham gap (alpha / beta): 5.74 / 5.74 eV
* HOMO (alpha / beta): -5.81 / -5.81 eV

(3)
Entry from the Open Molecules 2025 dataset: 2 unconnected molecules or ions with the total composition C6H9I (ωB97M-V/def2-TZVPD).

Element x y z (Å)
C: -0.326 -2.180 -0.141
C: -1.688 -1.570 -0.102
C: -2.702 -0.936 -0.205
I: -4.416 0.247 -0.052
H: -0.246 -2.669 0.773
H: 0.338 -1.372 0.039
H: -0.096 -2.687 -1.168
C: 0.927 0.501 1.217
C: 1.539 0.984 0.169
C: 0.788 1.871 -0.854
H: 1.450 -0.136 1.956
H: -0.136 0.865 1.500
H: 2.649 0.894 0.073
H: -0.093 1.325 -0.983
H: 1.506 1.990 -1.712
H: 0.506 2.872 -0.509

Forces on atoms 1 to 6 (eV/Å):
C -1.6 0.7 -2.4
C 1.0 -0.2 -0.9
C -1.8 1.1 0.5
I 1.4 -1.1 -0.2
H 0.4 -2.2 1.1
H 0.8 0.8 -0.5

Computed properties:
* LUMO level: 0.01026 hartree
* maximum force: 3.012 eV Å⁻¹
* energy above the lowest of the compared OMol25 structures with the same formula, charge and spin: 2.325 eV
* Kohn-Sham gap: 9.48 eV
* structure (SMILES): CC#CI.C=CC
* HOMO: -9.20 eV

(4)
Entry from the Open Molecules 2025 dataset: 2 unconnected molecules or ions with the total composition C3H10NOS (ωB97M-V/def2-TZVPD).

Element x y z (Å)
C: -1.670 -1.369 1.869
N: -0.690 -1.442 0.760
C: -0.818 -0.524 -0.344
C: 0.421 0.291 -0.961
S: 0.107 1.799 -1.917
H: -2.630 -0.895 1.302
H: -1.662 -2.429 2.424
H: -1.273 -0.749 2.587
H: 0.103 -1.975 0.847
H: -1.540 0.335 -0.022
H: -1.341 -0.915 -1.178
H: 0.873 0.617 -0.007
H: 1.095 -0.477 -1.462
H: 3.712 2.410 -1.324
H: 2.291 2.311 -1.332
O: 3.020 3.012 -1.241

Forces on atoms 1 to 6 (eV/Å):
C -0.3 -2.2 -3.0
N -2.1 1.1 -0.2
C -1.0 3.4 -0.2
C 0.1 -1.6 2.0
S -0.2 -0.7 -0.1
H 1.8 -1.7 2.1

Computed properties:
* LUMO level: 0.13622 hartree
* maximum force: 3.701 eV Å⁻¹
* energy above the lowest of the compared OMol25 structures with the same formula, charge and spin: 2.340 eV
* Kohn-Sham gap: 6.35 eV
* charge: -1
* HOMO: -2.65 eV

(5)
Entry from the Open Molecules 2025 dataset: 2 unconnected molecules or ions with the total composition C4H10N (ωB97M-V/def2-TZVPD).

Element x y z (Å)
C: 0.153 -1.621 0.981
C: 1.033 -0.508 0.611
C: 1.602 -0.303 -0.847
C: -2.010 1.654 -0.395
N: -0.930 1.072 -0.481
H: 0.051 -1.714 2.068
H: 0.504 -2.629 0.686
H: -0.856 -1.485 0.529
H: 1.676 -0.083 1.371
H: 0.269 0.387 0.500
H: 0.766 0.026 -1.458
H: 1.784 -1.312 -1.220
H: -2.942 1.421 -0.907
H: -2.089 2.512 0.280
H: 2.477 0.331 -0.872

Forces on atoms 1 to 6 (eV/Å):
C -0.6 -1.1 0.5
C 1.1 1.8 -1.8
C -1.0 -1.8 2.0
C 1.4 0.5 1.1
N -1.5 -1.1 -1.0
H -0.2 0.3 -0.2

Computed properties:
* LUMO level: -0.32316 hartree
* maximum force: 2.867 eV Å⁻¹
* energy above the lowest of the compared OMol25 structures with the same formula, charge and spin: 6.365 eV
* Kohn-Sham gap: 6.30 eV
* charge: +1
* HOMO: -15.10 eV

(6)
Entry from the Open Molecules 2025 dataset: 2 unconnected molecules or ions with the total composition Br2FH2PSi (ωB97M-V/def2-TZVPD).

Element x y z (Å)
F: -2.064 0.330 2.260
Si: -2.357 -0.032 -0.038
P: -0.246 0.021 -0.706
Br: -3.801 1.655 -0.312
Br: -3.532 -1.820 -0.023
H: -0.201 0.367 0.712
H: -0.471 1.401 -0.998

Forces on atoms 1 to 6 (eV/Å):
F -0.3 -0.7 -3.8
Si -0.6 1.7 3.8
P -0.4 0.5 0.8
Br 0.8 -0.5 -0.1
Br 0.0 -0.6 -0.1
H 0.4 -0.2 -0.5

Computed properties:
* LUMO level: -0.02016 hartree
* maximum force: 4.165 eV Å⁻¹
* energy above the lowest of the compared OMol25 structures with the same formula, charge and spin: 2.789 eV
* Kohn-Sham gap: 10.40 eV
* HOMO: -10.95 eV

(7)
Entry from the Open Molecules 2025 dataset: a single C2H8NOPS molecule (ωB97M-V/def2-TZVPD).

Element x y z (Å)
C: 0.166 -1.712 -0.346
C: 1.062 -0.515 -0.146
N: 0.393 0.368 1.072
S: -0.203 1.916 0.552
O: 0.832 2.616 -0.151
P: -1.775 1.205 -0.894
H: 0.462 -2.412 -1.149
H: 0.146 -2.369 0.524
H: -0.870 -1.509 -0.438
H: 1.937 -0.921 0.346
H: 1.140 0.136 -1.011
H: 1.207 0.611 1.740
H: -2.593 2.244 -0.240
H: -1.904 0.341 0.141

Forces on atoms 1 to 6 (eV/Å):
C 0.2 -1.5 0.1
C -2.0 0.6 2.8
N 2.1 -0.3 -1.2
S -0.9 -1.6 1.5
O 1.7 1.3 -1.4
P 0.3 1.7 0.2

Computed properties:
* LUMO level: 0.01696 hartree
* maximum force: 3.479 eV Å⁻¹
* energy above the lowest of the compared OMol25 structures with the same formula, charge and spin: 4.857 eV
* Kohn-Sham gap: 9.18 eV
* structure (SMILES): CCNS(=O)#[PH2]
* HOMO: -8.72 eV

(8)
Entry from the Open Molecules 2025 dataset: a molecular structure, C2H6N2O2 (ωB97M-V/def2-TZVPD).

Element x y z (Å)
C: -0.820 -0.974 -0.526
C: 0.403 0.658 0.336
H: -0.716 -1.563 -1.783
H: 0.043 -1.455 0.371
H: -1.863 -0.896 -0.002
H: -0.579 2.009 -0.913
H: 0.437 -0.872 1.701
H: 2.442 0.137 1.503
N: -0.164 0.161 -0.744
N: 1.214 -0.263 1.034
O: -0.974 1.125 -1.257
O: 0.575 1.933 0.281

Forces on atoms 1 to 6 (eV/Å):
C -0.1 -7.4 -0.5
C 5.9 5.4 0.1
H -1.1 1.0 4.3
H -3.2 0.0 -3.8
H 1.7 -0.1 -1.5
H -0.2 -1.7 -0.3

Computed properties:
* LUMO level: -0.00532 hartree
* maximum force: 8.013 eV Å⁻¹
* energy above the lowest of the compared OMol25 structures with the same formula, charge and spin: 7.821 eV
* Kohn-Sham gap: 9.06 eV
* HOMO: -9.20 eV